1.
C21H39Cl3F6N4O8 | the ωB97M-V functional and the def2-TZVPD basis

Energy: -98618.494 eV
LUMO energy: 0.18 eV
Structure (SMILES): CCOC(=O)C(F)(F)F.CCOC(=O)C(F)(F)F.ClC(Cl)Cl.CN(C)C=O.CN(C)C=O.CN(C)C=O.CN(C)C=O
HOMO-LUMO gap: 9.280 eV

```
! RIJCOSX wB97M-V def2-TZVPD def2/J DEFGRID3
* xyz 0 1
O 13.480 18.060 -25.226
O 14.548 19.729 -26.471
H 14.845 30.744 -24.796
C 14.668 31.218 -23.831
H 7.045 35.537 -23.958
H 15.222 17.112 -25.339
F 0.988 18.447 -23.406
F -0.301 17.776 -25.132
H 12.549 32.522 -22.403
H 11.984 24.582 -19.265
H 12.587 15.533 -25.411
H 13.887 31.890 -21.544
H 0.372 22.443 -25.721
C 13.554 15.770 -24.967
C 0.899 21.681 -27.626
H 5.024 34.557 -26.404
H 1.068 22.747 -27.778
H 12.331 31.069 -21.450
H 12.963 25.528 -20.363
C 5.949 30.502 -17.124
C 5.661 32.656 -18.132
C 14.200 16.965 -25.686
C 12.755 20.308 -24.985
N 6.599 31.665 -17.780
O 5.330 32.529 -26.452
C 5.478 33.646 -25.984
H 8.047 33.059 -24.614
Cl 4.943 25.505 -25.266
Cl 5.889 26.586 -22.609
H 6.440 30.034 -16.270
F 12.581 19.834 -23.801
H 5.259 32.836 -17.135
H 10.508 26.937 -17.930
C 12.823 29.648 -23.654
H 15.500 31.057 -23.144
C 12.152 25.593 -19.638
C 7.899 32.056 -17.887
O 0.269 20.328 -25.731
H 1.877 21.208 -27.539
H 5.640 34.878 -23.075
F 11.638 20.356 -25.738
H 14.242 16.911 -26.774
H 13.394 29.295 -24.527
H 5.898 29.845 -17.993
H 6.131 33.560 -18.517
F -1.114 18.331 -23.247
H 11.717 27.238 -16.721
N 13.511 30.744 -23.172
H -0.930 21.869 -26.646
H 5.295 35.590 -24.497
C 11.441 26.549 -17.519
H 5.013 32.288 -18.927
H 14.717 32.283 -24.060
C 7.042 32.698 -24.397
H 7.066 31.777 -24.979
O -0.716 20.993 -23.672
Cl 7.345 24.514 -23.719
H 6.822 26.656 -24.843
O 14.053 27.824 -17.544
H 14.124 14.841 -24.957
H 7.018 32.637 -23.309
H 4.923 30.745 -16.849
C 6.340 25.899 -24.224
C -0.170 18.588 -24.025
O 11.752 29.254 -23.153
C 13.018 31.579 -22.124
H 0.387 21.353 -28.531
C 13.685 19.314 -25.678
N 6.164 33.761 -24.835
C 0.089 21.606 -26.359
N 12.518 26.481 -18.565
F 13.401 21.584 -24.877
C -0.242 20.116 -24.439
H 8.533 31.260 -17.467
H 11.273 25.907 -20.200
C 13.681 27.118 -18.524
O 8.378 33.142 -18.242
H 14.278 27.038 -19.446
H 13.329 15.968 -23.919
H 11.038 25.582 -17.221
C 6.099 35.003 -24.055
*
```


2.
C10H23Cl10FNO6P2 | the ωB97M-V functional and the def2-TZVPD basis

Energy: -171029.698 eV
LUMO energy: -3.90 eV
HOMO-LUMO gap: 8.969 eV

```
! RIJCOSX wB97M-V def2-TZVPD def2/J DEFGRID3
* xyz 1 1
Cl 0.302 -1.158 -2.845
H 1.188 3.730 1.466
C -1.792 0.378 1.461
C -5.223 3.925 0.489
C -0.395 0.644 2.066
H -0.105 -0.235 2.644
H 1.142 -1.848 -7.344
C -4.079 -3.627 -4.111
O -0.043 1.831 0.108
O 2.435 -3.255 0.706
H -1.745 -1.220 -4.008
Cl 5.081 -3.295 5.879
H 3.847 4.265 0.939
Cl 0.023 -2.788 -5.499
P 1.032 -0.520 -0.059
Cl -2.061 0.492 -2.405
Cl -4.237 -3.147 -2.415
N 0.618 0.951 0.989
H 2.774 1.154 1.164
H 3.363 -2.217 4.691
H -0.530 1.495 2.740
H -4.237 3.773 0.063
C 0.152 -1.738 -6.917
H 4.060 2.715 1.697
O -2.174 -0.694 1.190
O -2.590 1.470 1.294
H -0.098 -1.382 -0.093
Cl -3.642 -2.257 -5.144
C 1.854 1.641 1.515
H -5.987 3.675 -0.240
H -3.322 1.345 1.928
H -5.027 -4.028 -4.448
H -3.306 -4.384 -4.190
Cl -5.407 2.857 1.891
H 3.410 -0.605 2.580
Cl -5.396 5.620 0.941
Cl 3.176 -1.301 6.849
C 1.994 3.105 1.081
F 1.905 1.568 2.866
H 3.308 3.975 2.648
H 2.730 -3.391 5.862
P 2.606 -1.685 0.923
C 3.463 -2.610 5.695
H -1.890 -1.862 -2.356
H -0.601 -2.033 -7.640
C -1.458 -1.079 -2.970
C 3.375 3.573 1.637
H 3.221 -3.688 1.087
O 3.842 -1.268 0.273
H 2.088 3.179 -0.002
O 2.786 -1.345 2.503
H -0.325 1.339 -0.697
Cl -0.104 -0.042 -6.484
*
```


3.
C19H23BBeF4N6OS2 | the ωB97M-V functional and the def2-TZVPD basis

Energy: -64693.466 eV
LUMO energy: -0.53 eV
HOMO-LUMO gap: 7.591 eV

```
! RIJCOSX wB97M-V def2-TZVPD def2/J DEFGRID3
* xyz 0 1
C 2.122 2.279 -3.122
C -4.563 -4.250 0.747
C 1.879 -0.131 -4.385
C -3.090 -2.443 0.186
H 1.857 4.958 -3.844
N 2.089 4.541 2.112
C -1.452 -3.966 3.223
H -2.540 -3.948 3.222
H -2.977 -4.385 -0.686
C 1.995 3.702 1.071
C 2.263 0.976 -5.125
H -1.119 -4.877 3.714
F 4.546 0.937 -2.612
C -1.301 -1.444 3.265
H -4.884 -5.270 0.604
C 1.666 0.025 -3.027
H -2.386 -1.410 3.151
N 2.196 3.243 -1.068
H 0.217 -1.830 1.868
H 2.486 0.885 -6.177
C -0.975 -0.536 0.963
C -0.899 -2.746 3.951
C -3.448 -0.163 1.189
C 2.381 2.197 -4.489
S 1.445 2.096 1.344
C -3.756 -1.614 1.084
H 0.191 -2.805 3.997
B 4.870 0.749 -1.302
C -5.239 -3.429 1.636
H 2.709 3.069 -5.030
N 1.768 1.191 -2.412
O -4.309 0.673 1.343
H -0.986 -0.586 3.873
S 0.003 -0.447 -0.375
Be 2.126 1.568 -0.670
C -4.842 -2.116 1.799
H 3.429 5.104 -3.030
F 3.525 0.943 -0.566
C -3.492 -3.755 0.024
H 1.411 -0.817 -2.405
H -1.113 -3.987 2.189
H -5.369 -1.459 2.474
H 1.975 4.181 3.042
H -2.012 1.193 0.756
H 1.771 -1.102 -4.840
C 2.237 3.489 -2.335
H 2.514 5.442 1.973
N -0.679 -1.368 1.960
H -2.279 -2.061 -0.413
N -2.131 0.224 1.034
H -6.089 -3.808 2.185
C 2.374 4.864 -2.893
H -1.275 -2.728 4.975
F 5.681 1.712 -0.824
H 1.963 5.571 -2.173
F 5.260 -0.505 -1.023
N 2.255 4.175 -0.128
*
```


4.
C19H34AsCl2CoO2SSb | the ωB97M-V functional and the def2-TZVPD basis

Energy: -165221.595 eV
LUMO energy (alpha / beta): -3.63 / -4.71 eV
HOMO-LUMO gap (alpha / beta): 6.618 / 6.509 eV

```
! RIJCOSX wB97M-V def2-TZVPD def2/J DEFGRID3
* xyz 1 5
H -4.579 -0.763 -4.806
H -0.956 2.687 1.206
C 2.723 -0.216 2.136
H 0.438 3.240 -1.437
H 1.206 -0.617 4.392
Cl 5.504 3.867 -1.437
C 1.187 0.412 4.004
C 1.397 0.456 2.489
H 2.663 3.879 -1.437
O -0.274 1.356 -1.437
H -1.114 -3.563 3.775
C -1.824 2.108 0.825
C 4.366 2.574 -1.437
C -1.747 1.182 -3.920
C 0.309 -3.415 1.416
H 2.695 -1.292 2.409
H -4.837 -1.621 -3.231
H -2.378 0.163 3.645
O 1.595 -0.508 -1.437
H 3.562 0.271 2.679
H -2.743 2.724 0.919
H -0.419 -1.961 -3.405
H -3.249 1.641 3.135
C 4.808 1.262 -1.437
Co -0.182 -0.416 -1.437
C -1.461 -2.097 -3.764
H -1.660 1.889 -0.252
H 2.010 0.962 4.508
H 0.245 0.888 4.307
Cl 4.561 -1.394 -1.437
H -2.342 2.032 -3.528
H 5.870 1.040 -1.437
C -2.284 1.096 3.064
H -2.824 0.232 1.169
H -1.903 -2.996 -3.288
H -0.182 -2.010 -1.437
H 1.460 1.523 2.183
H 2.914 -0.127 1.046
S -2.448 -0.416 -1.437
H -1.689 -2.643 1.575
C 3.876 0.213 -1.437
H -1.458 -2.226 -4.865
H 1.335 -3.202 1.780
C -0.687 -2.409 1.993
C 2.090 1.789 -1.437
C 2.469 0.424 -1.437
H -1.511 1.753 3.502
C -0.752 -2.547 3.510
H -4.994 0.183 -3.318
As -2.529 -0.512 -3.297
H 0.305 -3.353 0.307
H -1.449 -1.812 3.948
H -0.701 1.263 -3.560
H 0.030 -4.450 1.707
C 3.009 2.851 -1.437
C 0.649 2.158 -1.437
H -1.757 1.205 -5.029
H 0.251 -2.439 3.955
Sb -0.182 -0.416 1.206
C -4.444 -0.699 -3.707
C -1.972 0.799 1.602
*
```


Table of energy relative to the best compared isomer or geometry (same formula, charge and spin) (kJ/mol), in record order: 228.7, 0.0, 70.3, 62.7